Formula: C24H22N10O2SV
Source: OMol25
Level of theory: ωB97M-V/def2-TZVPD

The geometry in XYZ format:
```
60
Properties=species:S:1:pos:R:3
V -0.00060 -0.47310 0.05340
C 4.63910 -0.28910 3.49740
C 3.70160 0.84570 3.88620
N 2.30430 0.55630 3.59480
C 1.81150 0.23940 2.41750
S 0.06730 0.03190 2.26310
N 2.54140 0.07930 1.34140
N 1.90130 -0.23590 0.25350
C 2.50830 -0.81820 -0.75580
C 3.90530 -1.31550 -0.64100
C 1.72570 -0.89060 -1.97560
C 2.12860 -1.45050 -3.19260
C 1.27200 -1.37330 -4.27880
C 0.04160 -0.74410 -4.13360
C -0.30670 -0.24330 -2.88800
N 0.50280 -0.33320 -1.84640
H 5.65080 -0.03700 3.80260
H 4.63400 -0.44040 2.42240
H 4.34630 -1.21060 3.99400
H 3.98440 1.76000 3.35690
H 3.77110 1.03060 4.95720
H 1.64960 0.60050 4.36680
H 4.10950 -1.57830 0.39690
H 4.60940 -0.53550 -0.94280
H 4.07600 -2.18270 -1.27340
H 3.08390 -1.94160 -3.28380
H 1.55880 -1.80240 -5.22720
H -0.64650 -0.66840 -4.95910
H -1.26030 0.24630 -2.73200
N -4.06340 0.12740 0.02810
C -3.05190 -0.73930 0.15040
N -1.91610 -0.06530 0.11120
C -2.30220 1.23910 -0.03200
N -3.60660 1.36480 -0.08410
C -1.28920 2.26720 -0.09230
C -1.55800 3.64110 -0.02140
N -0.57810 4.51670 0.00100
C 0.65980 4.06800 -0.07750
C 0.94290 2.70680 -0.19390
N -0.03300 1.80430 -0.18040
H -5.05960 -0.05410 0.00250
H -3.16860 -1.80060 0.25950
H -2.57060 4.01440 0.03100
H 1.44560 4.80890 -0.04810
H 1.96280 2.35440 -0.29650
O -1.44060 -2.50220 -1.68690
C -0.76090 -3.02880 -0.82830
N -0.07260 -2.26160 0.10060
C 0.65290 -3.08430 0.96420
O 1.41580 -2.62580 1.78230
C 0.34880 -4.47710 0.59620
C 0.76250 -5.67050 1.15230
C 0.37550 -6.84210 0.50720
C -0.42260 -6.81540 -0.62900
C -0.89070 -5.61470 -1.15690
C -0.48470 -4.44670 -0.53830
H 1.35360 -5.68810 2.05390
H 0.70410 -7.79060 0.89880
H -0.69630 -7.74180 -1.10920
H -1.54450 -5.59230 -2.01460
```

The calculated total energy comes out at -80752.0207 eV. Its charge is +2. The calculation puts the HOMO energy (alpha / beta) at -14.151 / -14.191 eV. As for the multiplicity: 2.

Atom charges from the natural (NBO) analysis, given in e for atoms 1 to 5:
1. V 1.193
2. C -0.621
3. C -0.222
4. N -0.530
5. C 0.360